This record from the OMol25 dataset describes a structure of composition C4H8O2. The level of theory is wB97M-V/def2-TZVPD.

```
14
Properties=species:S:1:pos:R:3
O 1.4585 1.0358 0.1472
C 1.3722 -0.0329 -0.5685
C 0.1796 -1.3590 0.2602
C -0.7666 -0.5809 0.9131
C -1.0363 1.4623 -0.3126
O -1.2446 1.0612 -1.4377
H 0.2543 1.3297 0.1941
H 2.2341 -0.6991 -0.5512
H 0.8296 0.0567 -1.5129
H 0.9411 -1.8378 0.8748
H -0.1534 -1.9570 -0.5881
H -1.8024 -0.5492 0.6001
H -0.5419 -0.1879 1.9018
H -1.7241 2.2579 0.0798
```

The value obtained for the LUMO energy (alpha / beta) is -0.683 / -0.683 eV. The value obtained for the HOMO-LUMO gap (alpha / beta) is 7.37 / 7.37 eV. For the total energy, the calculation gives -307.496890 a.u. As for the largest force on an atom: 0.012 Eh/bohr.

Atom charges from the natural (NBO) analysis, given in e for atoms 1 to 5: atom 1 (O): -0.653, atom 2 (C): 0.116, atom 3 (C): -0.540, atom 4 (C): -0.231, atom 5 (C): 0.184